Here is a structure of composition C24H40BeF3NO15 from OMol25. Energies are from ωB97M-V/def2-TZVPD.

Properties
net charge = 0
E_LUMO = -0.7 eV
orbital gap = 7.0 eV

Last column: Mulliken charge in e.
CARTESIAN COORDINATES (ANGSTROEM)
Be1 -0.01 -0.26 -0.50  1.73
C1 1.52 -1.68 -3.29  -0.04
O1 1.48 -2.37 -2.04  0.11
O2 0.82 -0.53 -3.05  -0.75
C2 2.89 -1.77 -4.01  0.73
F1 3.21 -0.70 -4.71  -0.27
F2 3.90 -2.00 -3.17  -0.29
F3 3.00 -2.81 -4.84  -0.30
C3 1.95 -3.67 -1.92  -0.40
C4 1.34 -4.33 -0.66  -1.02
H1 1.68 -5.36 -0.58  0.47
H2 1.75 -3.83 0.22  0.24
H3 0.26 -4.24 -0.57  -0.03
H4 3.03 -3.66 -1.82  0.30
H5 1.62 -4.39 -2.67  0.32
H6 0.89 -2.40 -3.81  0.09
N1 -0.84 -2.97 2.18  0.55
O3 -2.04 -2.92 2.48  -0.57
O4 -0.09 -3.83 2.72  -0.64
O5 -0.39 -2.12 1.40  -0.34
C5 1.54 2.51 -2.19  -0.86
O6 0.19 2.16 -1.93  0.30
C6 -0.83 3.03 -2.44  -0.82
C7 -0.93 4.42 -1.75  -0.54
O7 -1.55 4.25 -0.46  -0.21
C8 -1.53 5.33 0.39  -0.79
H7 1.82 2.71 -3.22  0.43
H8 2.27 1.77 -1.87  0.04
H9 1.77 3.45 -1.69  0.27
H10 -1.84 2.63 -2.38  0.27
H11 -0.60 3.09 -3.50  0.40
H12 -1.65 5.09 -2.21  0.46
H13 0.08 4.84 -1.71  0.32
H14 -1.31 5.18 1.45  0.05
H15 -2.43 5.92 0.25  0.44
H16 -0.75 6.06 0.19  0.33
O8 -2.10 0.29 0.52  -0.27
C9 -2.97 0.08 1.36  0.07
O9 -2.85 0.52 2.58  -0.17
C10 -3.97 0.10 3.34  -0.64
C11 -4.68 -1.02 2.50  -0.59
C12 -4.25 -0.69 1.09  0.23
H17 -4.65 0.93 3.53  0.34
H18 -3.66 -0.31 4.30  0.34
H19 -5.76 -0.96 2.62  0.41
H20 -4.28 -2.02 2.69  0.22
H21 -5.01 -0.13 0.54  0.43
H22 -4.00 -1.57 0.50  -0.43
O10 -1.76 -1.97 -1.46  -0.26
C13 -2.21 -3.07 -1.74  0.00
O11 -3.05 -3.68 -0.98  -0.28
C14 -3.54 -4.93 -1.47  -0.38
C15 -2.99 -4.99 -2.89  -0.86
C16 -1.82 -3.91 -2.91  0.17
H23 -4.59 -5.00 -1.22  0.35
H24 -2.91 -5.77 -1.17  0.26
H25 -3.77 -4.78 -3.63  0.27
H26 -2.55 -5.97 -3.10  0.39
H27 -1.82 -3.32 -3.82  0.43
H28 -0.91 -4.43 -2.62  -0.13
O12 0.11 1.70 1.01  0.08
C17 0.43 2.61 1.81  -0.08
O13 1.04 3.74 1.35  -0.30
C18 1.29 4.66 2.46  -0.57
C19 0.31 4.18 3.58  -0.79
C20 0.05 2.67 3.23  -0.04
H29 1.29 5.67 2.04  0.33
H30 2.32 4.48 2.77  0.33
H31 -0.58 4.81 3.56  0.28
H32 0.59 4.34 4.62  0.43
H33 -0.97 2.36 3.42  0.01
H34 0.76 2.10 3.83  0.31
O14 2.20 0.03 0.45  -0.08
C21 3.22 0.40 0.95  0.20
O15 3.95 1.41 0.44  -0.35
C22 5.27 1.40 1.01  -0.48
C23 5.04 0.66 2.36  -0.67
C24 3.82 -0.21 2.14  -0.27
H35 5.68 2.41 1.12  0.33
H36 5.93 0.82 0.37  0.29
H37 5.05 1.21 3.30  0.32
H38 5.92 0.03 2.50  0.33
H39 3.07 -0.25 2.94  0.27
H40 4.08 -1.24 1.90  0.24